Entry from OMol25: a molecular structure, C25H17Cl2FN5O2PbSSe (the ωB97M-V functional and the def2-TZVPD basis).

Output
* orbital gap: 0.2364 hartree
* maximum force: 1.50 eV Å⁻¹
* E_tot: -5399.96183 a.u.
* lowest unoccupied orbital energy: 1.58 eV
* HOMO energy: -0.179 hartree

```
! wB97M-V def2-TZVPD RIJCOSX def2/J DEFGRID3
* xyz -1 1
Pb 1.68 -0.97 1.07
N 3.21 1.35 5.05
C 2.68 1.15 3.80
S 3.81 0.57 2.61
N 1.40 1.44 3.69
N 0.95 1.23 2.41
C -0.24 1.59 2.21
C -1.02 1.46 0.93
C -2.13 2.48 0.93
C -2.63 2.99 -0.20
C -2.08 2.61 -1.50
C -0.94 1.90 -1.60
C -0.23 1.50 -0.38
O 0.91 1.09 -0.50
H 4.02 0.79 5.23
H 2.52 1.39 5.78
H -0.82 2.01 3.04
H -2.56 2.67 1.89
H -3.53 3.63 -0.17
H -2.58 2.93 -2.41
H -0.53 1.54 -2.54
Cl -0.41 -3.31 -3.25
C 1.17 -2.65 -3.24
C 1.95 -2.74 -4.42
C 3.18 -2.19 -4.46
Cl 4.13 -2.24 -5.94
C 3.72 -1.53 -3.32
C 4.96 -0.85 -3.29
C 5.35 -0.20 -2.16
C 4.52 -0.22 -1.03
N 3.37 -0.86 -1.00
C 2.93 -1.48 -2.14
C 1.61 -2.05 -2.07
O 0.93 -1.96 -0.99
H 1.55 -3.22 -5.31
H 5.62 -0.84 -4.15
H 6.30 0.32 -2.14
H 4.81 0.28 -0.11
F -7.28 0.17 0.43
C -5.94 0.00 0.55
C -5.18 -0.22 -0.59
C -3.81 -0.21 -0.49
C -3.19 -0.03 0.75
C -1.70 -0.03 0.84
C -3.98 0.06 1.89
C -5.37 0.10 1.80
H -5.69 -0.36 -1.52
H -3.18 -0.34 -1.35
H -1.24 -0.59 0.03
H -1.42 -0.54 1.77
H -3.51 0.08 2.87
H -6.01 0.25 2.65
Se 1.52 -3.15 3.35
C -0.27 -2.63 3.39
N -1.35 -2.17 3.32
*
```


Entry from OMol25: a molecular structure, C56H37MoN10O2S3 (the ωB97M-V functional and the def2-TZVPD basis).

Output
* orbital gap: 0.1844 hartree
* maximum force: 2.17 eV Å⁻¹
* E_tot: -4116.01582 a.u.
* lowest unoccupied orbital energy: -9.54 eV
* HOMO energy: -0.535 hartree

```
! wB97M-V def2-TZVPD RIJCOSX def2/J DEFGRID3
* xyz 3 1
Mo 0.54 -0.45 -0.31
C -3.93 4.82 -2.05
C -4.07 3.56 -2.62
C -3.29 2.49 -2.21
C -2.39 2.70 -1.18
C -1.41 1.81 -0.55
N -0.75 0.80 -0.87
C -0.31 1.91 1.62
C 0.00 2.37 2.97
C -0.42 3.46 3.70
C 0.06 3.60 5.00
C 0.96 2.68 5.53
C 1.42 1.60 4.79
C 0.91 1.43 3.52
C 1.21 0.51 2.43
N 2.31 -0.06 2.10
C 2.41 0.07 0.71
N 3.37 0.76 0.28
C 3.32 1.47 -0.86
N 3.59 2.74 -0.74
C 2.90 3.65 -0.16
N 1.56 3.41 0.12
C 1.05 4.54 0.59
N -0.28 4.76 0.58
C -1.17 3.88 0.36
N -1.06 2.50 0.69
C -2.26 3.97 -0.59
C -3.01 5.05 -1.04
C 2.08 5.59 0.74
C 2.05 6.89 1.18
C 3.22 7.64 1.05
C 4.38 7.09 0.53
C 4.41 5.76 0.09
C 3.25 5.03 0.20
C 2.82 0.95 -2.12
C 3.39 1.36 -3.32
C 2.79 1.03 -4.52
C 1.57 0.36 -4.50
C 0.98 0.01 -3.29
C 1.60 0.25 -2.07
N 0.28 0.75 1.38
H -4.54 5.64 -2.40
H -4.80 3.42 -3.41
H -3.37 1.52 -2.69
H -1.10 4.19 3.29
H -0.27 4.43 5.59
H 1.31 2.82 6.55
H 2.14 0.90 5.20
H -2.89 6.03 -0.59
H 1.16 7.32 1.61
H 3.21 8.68 1.36
H 5.27 7.70 0.45
H 5.32 5.33 -0.32
H 4.31 1.94 -3.30
H 3.24 1.32 -5.46
H 1.08 0.12 -5.43
H 0.00 -0.44 -3.34
O 1.22 -2.03 -0.32
C 1.71 -3.41 -0.35
C 0.74 -4.29 0.43
C 0.75 -4.46 1.79
C -0.25 -5.34 2.26
C -1.02 -5.83 1.25
S -0.55 -5.21 -0.28
C 3.06 -3.45 0.34
C 3.45 -2.81 1.48
C 4.76 -3.16 1.89
C 5.33 -4.07 1.06
S 4.30 -4.50 -0.23
C 1.90 -3.77 -1.82
C 2.49 -2.92 -2.72
C 2.66 -3.51 -3.99
C 2.23 -4.80 -4.02
S 1.61 -5.32 -2.51
H 1.49 -4.02 2.44
H -0.37 -5.61 3.29
H -1.81 -6.55 1.31
H 2.83 -2.12 2.03
H 5.24 -2.77 2.77
H 6.31 -4.52 1.13
H 2.83 -1.93 -2.47
H 3.09 -3.00 -4.84
H 2.26 -5.50 -4.85
C -5.41 -2.91 -1.32
N -3.98 -2.63 -1.27
N -3.35 -2.19 -0.14
C -2.06 -1.87 -0.47
O -1.23 -1.42 0.42
C -1.91 -2.11 -1.84
C -3.13 -2.58 -2.31
C -3.52 -2.99 -3.68
C -3.82 -2.42 1.19
C -3.62 -1.44 2.14
C -3.97 -1.69 3.46
C -4.53 -2.91 3.81
C -4.74 -3.88 2.85
C -4.38 -3.65 1.53
H -5.87 -2.59 -0.39
H -5.59 -3.97 -1.47
H -5.86 -2.36 -2.14
H -1.00 -2.07 -2.41
H -2.68 -2.89 -4.35
H -4.35 -2.39 -4.05
H -3.85 -4.03 -3.68
H -3.19 -0.49 1.85
H -3.82 -0.93 4.21
H -4.81 -3.10 4.84
H -5.17 -4.84 3.12
H -4.52 -4.42 0.78
*
```


Entry from OMol25: 2 unconnected molecules or ions with the total composition C8H9NO4 (the ωB97M-V functional and the def2-TZVPD basis).

Output
* orbital gap: 0.3761 hartree
* maximum force: 3.89 eV Å⁻¹
* E_tot: -665.82551 a.u.
* lowest unoccupied orbital energy: 0.35 eV
* SMILES string: O=C1CCC(=O)N1O.CC#CC=O
* HOMO energy: -0.363 hartree

```
! wB97M-V def2-TZVPD RIJCOSX def2/J DEFGRID3
* xyz 0 1
O 0.59 -0.91 -1.26
C -0.36 -0.98 -0.57
C -0.82 -2.22 0.25
C -2.06 -1.86 0.99
C -2.43 -0.51 0.40
O -3.48 0.03 0.49
N -1.38 -0.08 -0.43
O -1.49 1.00 -1.29
H -0.98 -3.10 -0.47
H 0.10 -2.57 0.87
H -1.96 -1.71 2.08
H -2.92 -2.63 0.75
H -2.06 1.69 -0.88
C 3.34 0.25 -0.62
C 2.42 1.35 -0.26
C 1.53 2.15 -0.08
C 0.62 3.10 0.51
O -0.58 3.10 0.58
H 4.25 0.55 -1.14
H 2.69 -0.49 -1.28
H 3.76 -0.16 0.39
H 1.25 3.99 0.96
*
```